# 1
Computed, not measured: C36H56As2NP2Pt as an isolated structure, with ωB97M-V with the def2-TZVPD basis set.

The geometry in ORCA input format:
```
! wB97M-V def2-TZVPD RIJCOSX def2/J DEFGRID3
* xyz 1 1
C -1.16 2.40 2.79
C 0.86 -2.64 -1.33
C -1.03 0.00 -2.87
C 2.79 -1.80 0.53
N -0.13 -0.52 -1.95
H 1.41 -6.06 -4.04
C -1.98 3.34 -0.69
C 1.36 0.36 4.65
C 0.31 -3.36 1.39
C -3.97 0.93 1.09
C -1.76 1.16 -2.54
H 2.22 4.50 0.19
H -3.26 -0.36 -0.46
H 3.59 -2.52 2.41
H 4.00 2.50 -0.70
H -1.49 -3.52 0.16
H -3.55 1.53 -6.74
H -2.54 -0.59 3.17
P -1.89 1.47 -0.78
H -3.10 2.70 -3.22
P 0.95 -1.99 0.34
H -3.15 0.85 1.80
C 2.54 0.58 5.33
H 4.13 0.82 -0.16
H 3.46 -3.86 0.28
H 2.93 -0.88 -0.04
H 0.17 3.48 -1.04
H 0.55 -0.16 5.14
C 3.43 1.72 3.42
H 1.08 -1.12 -4.32
C -1.21 -3.40 1.21
H -4.72 0.18 1.36
C 3.58 1.27 4.72
H -1.64 -4.23 1.77
H -4.60 2.12 -5.46
H 4.50 1.45 5.26
H 2.33 -6.20 -2.54
C -4.67 0.99 -1.33
H -2.97 3.86 1.20
H -4.47 0.59 -2.32
H -1.71 0.16 4.54
C -2.55 1.81 -3.49
C 3.31 -1.57 1.96
C 1.22 0.81 3.34
H 0.72 -4.27 0.94
C 1.68 -4.20 -3.00
C -3.53 0.70 -0.36
H 4.71 -2.64 0.09
H -0.30 3.76 0.64
H -0.95 -1.54 -4.38
H 3.54 -2.91 -1.21
H -2.33 -0.40 -5.99
H 2.59 -1.08 2.61
C 0.59 -1.67 -2.30
C -0.60 3.92 -0.40
H 0.14 -4.12 3.39
Pt -0.24 0.03 0.07
As -0.47 0.62 2.41
C -2.14 0.08 -5.03
H 0.52 -2.40 3.34
C 2.25 3.97 1.14
C 3.92 1.83 0.16
H 2.66 0.22 6.35
C 0.71 -3.36 2.86
C 2.26 1.49 2.70
C 3.66 -2.87 -0.13
H -1.67 -2.48 1.57
H 1.98 -3.30 -4.93
H -2.18 3.58 -1.73
H 4.65 2.14 0.91
C -1.57 -0.41 3.63
H -3.19 3.06 -5.95
H 1.76 -3.58 3.00
H -4.07 3.67 -0.16
C -3.56 2.05 -5.79
H -0.61 5.00 -0.58
H 1.45 4.33 1.78
H -5.58 0.51 -0.95
C -2.72 1.32 -4.77
H 4.21 -0.96 1.92
C -3.08 4.00 0.13
H -4.44 1.90 1.22
C -1.34 -0.57 -4.12
H -0.33 3.10 2.78
H -3.03 5.08 -0.05
C 1.10 -1.91 -3.58
C 1.34 -3.90 -1.70
H 3.21 4.16 1.63
H 3.08 -5.51 -3.98
H 1.50 -4.65 -0.94
H -1.89 2.70 2.05
H -4.88 2.05 -1.42
C 1.62 -3.14 -3.92
H 4.25 2.26 2.96
As 2.08 2.03 0.82
H -1.62 2.41 3.78
H -1.12 -1.37 3.87
C 2.15 -5.56 -3.41
*
```

## Properties
- Energy: -183229.8964 eV
- Kohn-Sham gap: 7.399 eV
- Energy relative to the best compared isomer or geometry (same formula, charge and spin): 86.6 kJ/mol

For each atom in turn, the Mulliken charge in e is: atom 1 (C): -0.80, atom 2 (C): 0.96, atom 3 (C): 0.22, atom 4 (C): 1.79, atom 5 (N): -0.42, atom 6 (H): 0.37, atom 7 (C): 0.51, atom 8 (C): -0.52, atom 9 (C): 0.83, atom 10 (C): -1.00, atom 11 (C): 1.00, atom 12 (H): 0.46, atom 13 (H): 0.17, atom 14 (H): 0.52, atom 15 (H): 0.48, atom 16 (H): 0.27, atom 17 (H): 0.38, atom 18 (H): 0.46, atom 19 (P): 0.48, atom 20 (H): 0.44, atom 21 (P): -0.32, atom 22 (H): -0.29, atom 23 (C): -0.87, atom 24 (H): 0.26, atom 25 (H): 0.33, atom 26 (H): -0.91, atom 27 (H): 0.40, atom 28 (H): 0.35, atom 29 (C): -0.68, atom 30 (H): 0.86, atom 31 (C): -1.44, atom 32 (H): 0.55, atom 33 (C): -0.91, atom 34 (H): 0.55, atom 35 (H): 0.33, atom 36 (H): 0.42, atom 37 (H): 0.34, atom 38 (C): -1.41, atom 39 (H): 0.32, atom 40 (H): 0.36, atom 41 (H): 0.57, atom 42 (C): -1.14, atom 43 (C): -1.49, atom 44 (C): -0.38, atom 45 (H): 0.35, atom 46 (C): 0.64, atom 47 (C): 0.33, atom 48 (H): 0.48, atom 49 (H): -0.16, atom 50 (H): 0.56, atom 51 (H): 0.36, atom 52 (H): 0.36, atom 53 (H): 0.12, atom 54 (C): -0.48, atom 55 (C): -1.15, atom 56 (H): 0.42, atom 57 (Pt): 3.51, atom 58 (As): -0.01, atom 59 (C): -1.23, atom 60 (H): 0.22, atom 61 (C): -1.45, atom 62 (C): -1.36, atom 63 (H): 0.44, atom 64 (C): -1.47, atom 65 (C): 0.90, atom 66 (C): -1.70, atom 67 (H): 0.08, atom 68 (H): 0.43, atom 69 (H): 0.68, atom 70 (H): 0.40, atom 71 (C): -1.76, atom 72 (H): 0.35, atom 73 (H): 0.32, atom 74 (H): 0.31, atom 75 (C): -1.56, atom 76 (H): 0.51, atom 77 (H): 0.39, atom 78 (H): 0.47, atom 79 (C): 0.30, atom 80 (H): 0.48, atom 81 (C): -1.71, atom 82 (H): 0.28, atom 83 (C): -1.02, atom 84 (H): 0.37, atom 85 (H): 0.49, atom 86 (C): -1.08, atom 87 (C): -0.42, atom 88 (H): 0.48, atom 89 (H): 0.38, atom 90 (H): 0.13, atom 91 (H): -0.25, atom 92 (H): 0.21, atom 93 (C): -0.91, atom 94 (H): 0.28, atom 95 (As): 0.96, atom 96 (H): 0.60, atom 97 (H): 0.50, atom 98 (C): -1.76

# 2
Computed, not measured: a 9-piece molecular cluster, C36H56F8N4O28P2Si overall in a non-equilibrium geometry, with ωB97M-V with the def2-TZVPD basis set.

The geometry in ORCA input format:
```
! wB97M-V def2-TZVPD RIJCOSX def2/J DEFGRID3
* xyz 0 1
H 0.61 -11.35 5.70
C 2.77 -0.95 -2.73
H -4.42 7.80 -2.32
O -3.36 6.45 -3.44
H -0.59 13.55 -1.65
O -1.14 13.05 -3.58
C -0.33 13.78 -2.68
O -0.64 13.11 0.36
H -1.64 0.90 1.31
H 1.97 10.35 1.18
C 1.11 -2.87 0.09
H 3.48 2.90 -3.53
O -2.94 0.80 -0.28
H -1.51 15.61 -2.53
O -4.11 -8.85 -0.32
C -2.27 8.00 -2.20
C -1.39 13.88 -4.64
C -1.11 2.16 -0.39
C -8.04 4.90 -4.05
N 2.85 -7.47 -0.24
H -8.17 6.63 -1.93
Si 2.26 -5.38 2.02
H -0.53 -3.35 1.74
H 1.20 2.79 -2.72
H -1.04 -5.68 2.98
C 1.14 10.21 0.49
H -0.14 2.35 0.07
F 0.09 9.20 2.32
H 6.10 -3.44 4.53
C -3.26 -8.09 0.52
H 4.71 -6.46 -2.09
H 0.44 -5.16 5.69
H -2.65 -6.56 -0.88
H 2.23 -0.05 -2.20
O -3.63 -10.09 -2.17
O 0.43 -9.55 6.66
H 0.72 13.53 -2.85
F -2.83 2.52 1.16
C 1.93 -2.35 -2.50
H 2.92 -0.78 -3.88
F 2.15 2.65 -0.96
C 1.14 -4.48 -0.26
H 0.93 -2.07 -4.56
O -7.79 4.07 -2.99
F -6.22 7.02 -2.26
H -2.81 -8.74 1.27
O -2.18 -8.48 -1.44
P 2.37 -3.56 3.30
C -6.98 4.81 -2.09
C 0.85 -6.59 3.90
O 0.84 11.44 -0.14
C -0.19 12.00 0.56
C 3.20 3.66 -2.79
C 1.87 5.45 -2.71
H -0.86 9.34 0.55
H 2.05 -6.25 5.94
N 1.99 -6.76 3.15
H -0.97 -1.93 0.49
C -2.46 5.85 -2.62
F -1.29 -10.90 6.18
O 2.91 4.89 -3.42
H -5.93 4.55 -2.26
H 0.34 -1.59 1.81
O -1.94 6.72 -1.71
C 4.00 -5.55 1.20
H -3.67 8.48 -3.78
C -7.29 6.22 -2.45
O -7.55 6.16 -3.84
H 3.82 -1.06 -2.17
H 4.44 -4.52 0.85
O 4.75 -2.02 1.58
H 0.50 -0.96 -1.19
F -4.00 -7.13 1.12
C 1.27 -2.97 -3.88
H 4.72 -5.98 2.05
H 2.90 -8.22 0.52
H 2.16 -2.49 0.45
N 4.49 -5.82 -1.29
O 1.42 6.56 -2.92
C 0.95 -6.23 5.53
O 4.41 -1.44 4.18
C -0.14 9.88 1.18
F -2.48 8.82 -1.15
O 1.37 -10.76 8.32
H 0.22 -6.99 6.07
H -1.48 3.09 -0.84
H 2.23 -3.89 4.70
H 5.38 -5.32 -1.02
C 4.08 -6.61 -0.04
O 5.65 -3.81 3.71
H 5.03 -8.25 0.98
O -8.63 4.56 -5.06
C -0.70 -6.76 3.32
H -0.68 -7.54 2.43
H -0.60 -11.32 8.52
C 1.38 -9.57 7.63
H 2.72 -3.16 -2.13
O -2.15 4.67 -2.68
H 2.10 -4.81 -0.84
F 0.43 15.99 -2.85
O -1.01 1.17 -1.40
O -0.90 15.13 -4.43
C -2.16 0.44 -1.34
C -3.54 7.77 -2.96
C -0.64 15.20 -3.05
C 0.03 -10.89 6.50
H 3.04 -8.02 -1.13
P 4.40 -2.68 3.16
H -1.32 -7.30 0.03
H -7.24 4.58 -1.05
H 4.04 3.80 -2.09
O -2.45 -0.44 -2.13
H -1.45 8.38 -2.82
C -3.34 -9.21 -1.38
C -0.13 -2.44 1.12
H 2.02 -3.68 -4.46
H 0.22 -4.67 -1.00
H 0.30 -3.65 -3.67
H 0.47 -12.55 7.80
O -1.98 13.54 -5.65
H -0.23 -2.64 -1.80
O 0.91 -5.36 0.90
O 2.16 -8.66 7.85
O 1.40 4.60 -1.76
C 0.25 -11.48 7.84
C 1.92 3.33 -2.10
C -2.29 -7.49 -0.43
H -1.44 -7.08 4.19
N 5.27 -7.55 0.24
C -2.09 1.56 0.56
H 1.42 9.45 -0.25
O -0.66 11.15 1.52
H 5.43 -2.59 1.08
H 5.54 -8.04 -0.67
C 0.74 -2.10 -1.35
*
```

## Properties
- SMILES: CC(C)=N[Si@@](CC(N)(N)N)(OC[C@H](C)CC(C)C)PP(=O)(O)O.O=C1OC[C@@H](F)O1.O=C1OC[C@@H](F)O1.O=C1OC[C@@H](F)O1.O=C1OC[C@@H](F)O1.O=C1OC[C@@H](F)O1.O=C1OC[C@@H](F)O1.O=C1OC[C@@H](F)O1.O=C1OC[C@@H](F)O1
- Energy: -149721.9301 eV
- Kohn-Sham gap: 8.432 eV

Atom charges from the Mulliken analysis, given in e for atoms 1 to 99: atom 1 (H): 0.29, atom 2 (C): -0.84, atom 3 (H): 0.21, atom 4 (O): -0.31, atom 5 (H): -0.09, atom 6 (O): -0.26, atom 7 (C): 0.00, atom 8 (O): -0.62, atom 9 (H): 0.20, atom 10 (H): 0.30, atom 11 (C): 1.21, atom 12 (H): 0.25, atom 13 (O): -0.32, atom 14 (H): 0.29, atom 15 (O): -0.34, atom 16 (C): 0.37, atom 17 (C): 0.64, atom 18 (C): 0.01, atom 19 (C): 0.61, atom 20 (N): -0.42, atom 21 (H): 0.18, atom 22 (Si): 0.54, atom 23 (H): -0.12, atom 24 (H): 0.36, atom 25 (H): 0.10, atom 26 (C): -0.40, atom 27 (H): 0.29, atom 28 (F): -0.30, atom 29 (H): 0.33, atom 30 (C): 0.39, atom 31 (H): 0.30, atom 32 (H): 0.32, atom 33 (H): 0.21, atom 34 (H): 0.04, atom 35 (O): -0.54, atom 36 (O): -0.24, atom 37 (H): 0.24, atom 38 (F): -0.31, atom 39 (C): 1.18, atom 40 (H): 0.34, atom 41 (F): -0.32, atom 42 (C): -0.44, atom 43 (H): 0.34, atom 44 (O): -0.30, atom 45 (F): -0.24, atom 46 (H): 0.37, atom 47 (O): -0.32, atom 48 (P): -0.06, atom 49 (C): -0.33, atom 50 (C): -0.04, atom 51 (O): -0.29, atom 52 (C): 0.69, atom 53 (C): -0.41, atom 54 (C): 0.52, atom 55 (H): -0.02, atom 56 (H): 0.25, atom 57 (N): -0.19, atom 58 (H): 0.31, atom 59 (C): 0.63, atom 60 (F): -0.28, atom 61 (O): -0.31, atom 62 (H): 0.23, atom 63 (H): 0.25, atom 64 (O): -0.22, atom 65 (C): -0.20, atom 66 (H): 0.36, atom 67 (C): 0.29, atom 68 (O): -0.29, atom 69 (H): 0.22, atom 70 (H): -0.43, atom 71 (O): -0.54, atom 72 (H): -0.48, atom 73 (F): -0.30, atom 74 (C): -1.23, atom 75 (H): 0.32, atom 76 (H): 0.33, atom 77 (H): -0.02, atom 78 (N): -0.54, atom 79 (O): -0.54, atom 80 (C): -0.92, atom 81 (O): -0.68, atom 82 (C): 0.66, atom 83 (F): -0.33, atom 84 (O): -0.32, atom 85 (H): 0.18, atom 86 (H): -0.09, atom 87 (H): 0.02, atom 88 (H): 0.27, atom 89 (C): 0.20, atom 90 (O): -0.54, atom 91 (H): 0.29, atom 92 (O): -0.53, atom 93 (C): -0.54, atom 94 (H): 0.02, atom 95 (H): 0.28, atom 96 (C): 0.61, atom 97 (H): -0.24, atom 98 (O): -0.55, atom 99 (H): -0.04